1.
The following is a DFT calculation (ωB97M-V with the def2-TZVPD basis set) of a molecular structure, C33H43BFN7Re.

Its HOMO energy (spin up / spin down) is -13.71 / -13.99 eV. The value obtained for the gap between HOMO and LUMO (spin up / spin down) is 0.2530 / 0.2160 Ha. As for the expectation value of S²: 3.7986.

The geometry in ORCA input format:
```
! wB97M-V def2-TZVPD RIJCOSX def2/J DEFGRID3
* xyz 2 4
Re -0.127 -0.132 1.033
C -3.029 0.482 -0.740
C -2.441 -0.880 -0.856
C -2.935 -2.003 -1.494
C -2.079 -3.055 -1.161
C -2.146 -4.476 -1.584
N -1.117 -2.565 -0.369
N -1.313 -1.232 -0.195
B -0.142 -3.304 0.577
N -0.550 -2.929 2.020
N -0.671 -1.620 2.367
C -1.097 -1.566 3.644
C -1.368 -0.273 4.334
C -1.230 -2.861 4.122
C -0.876 -3.701 3.069
C -0.823 -5.185 3.038
N 1.256 -2.700 0.354
N 1.496 -1.401 0.685
C 2.824 -1.181 0.559
C 3.519 0.098 0.863
C 3.421 -2.355 0.131
C 2.403 -3.297 0.012
C 2.511 -4.721 -0.397
H -4.025 0.491 -1.176
H -2.426 1.232 -1.253
H -3.119 0.760 0.315
H -3.811 -2.054 -2.119
H -2.893 -4.597 -2.364
H -2.415 -5.128 -0.751
H -1.179 -4.810 -1.959
H -0.168 -4.472 0.400
H -1.457 0.548 3.619
H -0.568 -0.040 5.038
H -2.298 -0.331 4.896
H -1.540 -3.163 5.108
H -1.089 -5.588 4.011
H 0.179 -5.528 2.781
H -1.513 -5.588 2.296
H 2.869 0.814 1.352
H 3.914 0.549 -0.049
H 4.366 -0.105 1.518
H 4.468 -2.502 -0.070
H 3.520 -4.922 -0.746
H 1.803 -4.966 -1.188
H 2.302 -5.383 0.445
C -1.285 5.407 -0.334
C -1.628 3.914 -0.203
C -3.153 3.772 -0.084
C -1.086 3.114 -1.382
C -1.565 3.438 -2.643
C -1.200 2.719 -3.768
C -0.343 1.639 -3.648
C 0.168 1.259 -2.419
C 1.212 0.164 -2.377
C 0.707 -1.136 -3.014
C 2.507 0.641 -3.045
C -0.198 2.002 -1.269
N 0.316 1.623 -0.002
C 1.104 2.548 0.668
C 1.790 3.613 0.059
C 2.580 4.460 0.812
C 2.717 4.284 2.184
C 2.094 3.211 2.814
C 1.341 2.384 2.034
F 0.764 1.231 2.584
H -1.665 5.950 0.531
H -1.745 5.835 -1.224
H -0.213 5.577 -0.395
H -1.196 3.544 0.728
H -3.654 4.076 -1.002
H -3.514 4.412 0.721
H -3.448 2.747 0.141
H -2.241 4.275 -2.751
H -1.583 3.005 -4.739
H -0.036 1.106 -4.539
H 1.448 -0.035 -1.338
H 0.738 -1.083 -4.103
H -0.323 -1.347 -2.721
H 1.333 -1.974 -2.702
H 2.352 0.854 -4.103
H 3.278 -0.127 -2.965
H 2.880 1.552 -2.570
H 1.712 3.728 -1.013
H 3.095 5.278 0.327
H 3.332 4.958 2.764
H 2.205 3.024 3.874
*
```

Results of the Mulliken charge analysis, in e, for atoms 1 through 4: atom 1 (Re): 0.8725, atom 2 (C): -1.4375, atom 3 (C): 0.6167, atom 4 (C): -1.4841

***

2.
The following is a DFT calculation (ωB97M-V with the def2-TZVPD basis set) of a molecular structure, C33H64BI2N12Sr.

Its HOMO energy is -10.33 eV. The value obtained for the gap between HOMO and LUMO is 0.2142 Ha.

The geometry in ORCA input format:
```
! wB97M-V def2-TZVPD RIJCOSX def2/J DEFGRID3
* xyz 1 1
Sr 0.784 -0.012 -1.362
N 1.326 -2.168 0.044
C 2.636 -1.880 0.634
C 3.466 -1.010 -0.311
N 3.080 0.400 -0.428
C 3.637 0.987 -1.661
C 3.030 2.286 -2.193
N 1.711 2.088 -2.829
C 3.213 1.229 0.779
C 1.854 1.603 1.370
N 0.948 2.095 0.324
H 0.745 -2.715 0.671
H 1.444 -2.711 -0.816
H 3.240 -2.775 0.816
H 2.457 -1.398 1.595
H 3.327 -1.452 -1.317
H 4.537 -1.186 -0.137
H 3.513 0.237 -2.453
H 4.725 1.116 -1.595
H 3.775 2.672 -2.895
H 2.926 3.028 -1.402
H 1.802 1.371 -3.556
H 1.454 2.916 -3.355
H 3.774 2.132 0.524
H 3.807 0.699 1.530
H 2.007 2.322 2.182
H 1.393 0.720 1.823
H 1.220 3.026 0.026
H -0.009 2.174 0.690
C -2.428 -3.155 2.454
C -2.168 -2.877 1.011
C -2.374 -3.714 -0.072
C -2.008 -2.959 -1.196
N -1.587 -1.752 -0.826
N -1.701 -1.709 0.527
B -1.334 -0.368 1.189
N -0.958 -0.530 2.663
N 0.238 -1.133 2.914
C 0.328 -1.246 4.234
C -0.824 -0.726 4.850
C -1.618 -0.275 3.816
C -2.967 0.361 3.903
C 1.561 -1.844 4.874
C 1.333 -2.043 6.372
C 2.747 -0.891 4.676
C 1.873 -3.197 4.226
N -2.404 0.704 0.944
N -1.977 1.994 0.999
C -3.048 2.754 0.807
C -4.193 1.947 0.649
C -3.736 0.651 0.736
C -4.518 -0.618 0.649
C -2.973 4.258 0.836
C -3.571 4.754 2.160
C -3.778 4.835 -0.342
C -1.522 4.727 0.733
C -2.131 -3.315 -2.659
C -3.294 -2.519 -3.265
C -2.388 -4.811 -2.827
C -0.843 -2.937 -3.393
H -2.807 -4.170 2.559
H -3.172 -2.473 2.869
H -1.523 -3.054 3.053
H -2.754 -4.720 -0.036
H -0.355 0.044 0.635
H -1.052 -0.666 5.900
H -3.194 0.563 4.949
H -3.752 -0.293 3.515
H -3.013 1.298 3.352
H 1.124 -1.095 6.871
H 2.224 -2.474 6.832
H 0.496 -2.718 6.557
H 2.553 0.072 5.153
H 2.926 -0.709 3.616
H 3.656 -1.313 5.112
H 1.043 -3.892 4.365
H 2.766 -3.638 4.674
H 2.042 -3.084 3.155
H -5.217 2.256 0.513
H -5.568 -0.384 0.476
H -4.458 -1.198 1.572
H -4.160 -1.259 -0.160
H -4.611 4.440 2.260
H -3.537 5.845 2.210
H -3.013 4.353 3.008
H -4.819 4.510 -0.309
H -3.346 4.513 -1.302
H -3.767 5.926 -0.313
H -0.924 4.345 1.562
H -1.484 5.818 0.755
H -1.071 4.386 -0.201
H -4.228 -2.751 -2.748
H -3.420 -2.763 -4.323
H -3.103 -1.449 -3.170
H -3.324 -5.103 -2.349
H -1.583 -5.404 -2.390
H -2.463 -5.064 -3.886
H -0.684 -1.855 -3.314
H -0.912 -3.195 -4.453
H 0.008 -3.471 -2.963
C -4.808 1.320 -2.680
N -3.551 1.885 -3.166
C -3.598 3.085 -3.991
C -2.412 1.372 -2.794
N -1.426 0.901 -2.417
H -5.323 2.047 -2.046
H -4.602 0.429 -2.094
H -5.443 1.059 -3.527
H -4.151 2.882 -4.908
H -2.588 3.392 -4.246
H -4.093 3.897 -3.444
I 2.131 -1.852 -4.416
I 4.769 -1.560 -4.545
*
```

Results of the Mulliken charge analysis, in e, for atoms 1 through 4: atom 1 (Sr): 1.0269, atom 2 (N): -0.2533, atom 3 (C): 0.3113, atom 4 (C): -0.8424

***

3.
The following is a DFT calculation (ωB97M-V with the def2-TZVPD basis set) of a single C19H26N4O3 molecule.

Its HOMO energy is -9.65 eV. The value obtained for the gap between HOMO and LUMO is 0.3515 Ha. As for the SMILES: CO[C@]1(C(=O)NC[C@H](C)C(C)C)CCN(C(=O)c2cncc(C#N)c2)C1.

The geometry in ORCA input format:
```
! wB97M-V def2-TZVPD RIJCOSX def2/J DEFGRID3
* xyz 0 1
C 1.336 2.004 0.288
O 0.314 1.027 0.366
C 0.696 -0.296 0.717
C -0.557 -1.181 0.615
O -0.473 -2.369 0.884
N -1.678 -0.559 0.218
C -2.946 -1.252 0.088
C -3.992 -0.861 1.143
C -4.924 -2.052 1.359
C -4.782 0.409 0.778
C -3.897 1.563 0.305
C -5.638 0.891 1.948
C 1.316 -0.398 2.121
C 2.839 -0.367 1.930
N 3.041 -0.505 0.485
C 4.139 0.052 -0.080
O 4.994 0.629 0.572
C 4.297 -0.063 -1.569
C 4.019 -1.225 -2.280
N 4.222 -1.359 -3.589
C 4.709 -0.316 -4.246
C 5.036 0.889 -3.623
C 5.571 1.974 -4.397
N 5.991 2.842 -5.022
C 4.841 1.011 -2.255
C 1.795 -0.864 -0.189
H 0.836 2.959 0.151
H 1.934 2.048 1.201
H 1.997 1.833 -0.566
H -1.603 0.427 0.039
H -3.349 -1.084 -0.916
H -2.716 -2.313 0.175
H -3.448 -0.666 2.076
H -5.440 -2.306 0.429
H -4.359 -2.929 1.678
H -5.682 -1.854 2.116
H -5.450 0.142 -0.051
H -3.156 1.825 1.067
H -3.376 1.334 -0.627
H -4.501 2.451 0.118
H -5.003 1.148 2.800
H -6.200 1.785 1.672
H -6.356 0.142 2.278
H 0.953 0.414 2.749
H 1.002 -1.343 2.559
H 3.302 0.562 2.260
H 3.332 -1.184 2.459
H 3.632 -2.099 -1.769
H 4.857 -0.431 -5.313
H 5.113 1.912 -1.722
H 1.673 -1.947 -0.241
H 1.738 -0.445 -1.193
*
```

Results of the Mulliken charge analysis, in e, for atoms 1 through 4: atom 1 (C): -0.7443, atom 2 (O): -0.5629, atom 3 (C): 2.2611, atom 4 (C): -0.3783

***

4.
The following is a DFT calculation (ωB97M-V with the def2-TZVPD basis set) of a single C4H4O2 molecule.

Its HOMO energy is -7.73 eV. The value obtained for the gap between HOMO and LUMO is 0.3217 Ha. As for the SMILES: C1=COC=CO1.

The geometry in ORCA input format:
```
! wB97M-V def2-TZVPD RIJCOSX def2/J DEFGRID3
* xyz 0 1
C -1.016 -0.652 -0.541
C 0.238 -0.964 -0.895
O 1.317 -0.238 -0.428
C 1.028 0.683 0.521
C -0.216 0.938 0.897
O -1.347 0.329 0.343
H -1.908 -1.248 -0.854
H 0.540 -1.706 -1.616
H 1.852 1.188 0.961
H -0.487 1.669 1.612
*
```

Results of the Mulliken charge analysis, in e, for atoms 1 through 4: atom 1 (C): -0.1498, atom 2 (C): -0.1671, atom 3 (O): -0.3613, atom 4 (C): -0.1233

***

For the records above, the corresponding relative energy (zero: lowest compared OMol25 entry of this formula, charge and spin) values read 0.00 0.00 49.12 38.29 kcal per mole.
For the records above, the corresponding M values read 753.77 981.20 358.44 84.07 g/mol.